Density functional theory data (ωB97M-V with the def2-TZVPD basis set) for C31H20F3N4OPPdS as an isolated structure.

```
62
Properties=species:S:1:pos:R:3:forces:R:3
Pd 0.582623 -0.093878 0.095825 -0.03 0.91 -0.07
O -0.134386 -0.288176 -2.545513 -0.43 0.62 -0.53
N 0.250478 0.887364 -1.875859 -0.47 0.16 0.03
C -0.511393 1.913254 -2.088149 0.26 -1.89 -0.74
C -0.349400 3.202203 -1.477832 0.30 1.25 0.90
C -0.894271 4.305951 -2.157532 0.12 -0.69 0.05
C -0.731563 5.591355 -1.692120 0.18 0.21 0.26
C -0.004640 5.828884 -0.531087 -0.13 -0.10 -0.23
C 0.541773 4.762144 0.162257 0.02 -0.13 -0.06
C 0.356882 3.454702 -0.279355 -0.20 -0.24 -0.15
P 0.968246 2.137677 0.801906 0.05 -0.25 0.49
C 2.739456 2.447400 0.984178 -0.17 -0.05 -0.11
C 3.462511 2.565557 -0.206220 -0.17 0.08 0.22
C 4.833203 2.719538 -0.163005 0.05 0.01 0.03
C 5.484944 2.742110 1.062791 -0.05 0.00 0.01
C 4.768048 2.625717 2.244886 0.12 -0.06 -0.02
C 3.393134 2.469474 2.214797 -0.22 0.07 -0.16
C 0.166838 2.224183 2.418325 0.12 -0.07 -0.20
C -0.721863 3.213633 2.824700 0.19 -0.05 -0.08
C -1.271290 3.149677 4.094720 -0.05 0.01 0.06
C -0.943154 2.106149 4.945811 0.00 -0.04 -0.07
C -0.094010 1.090547 4.522451 -0.02 0.03 0.06
C 0.449783 1.137715 3.254489 0.13 0.08 -0.19
H 0.676559 -0.709792 -2.890355 -0.04 0.37 0.38
H -1.288862 1.817485 -2.845946 0.09 -0.08 -0.06
H -1.432662 4.133308 -3.075361 -0.12 -0.02 -0.15
H -1.158628 6.416281 -2.238342 -0.07 0.09 -0.07
H 0.121739 6.836685 -0.168439 0.06 0.09 0.04
H 1.120737 4.937012 1.059480 -0.01 0.05 0.07
H 2.935981 2.533885 -1.153050 0.06 0.06 -0.07
H 5.393821 2.809963 -1.080496 0.07 0.02 -0.08
H 6.557330 2.846929 1.095411 0.13 0.04 0.01
H 5.284871 2.643229 3.193188 0.02 0.02 0.05
H 2.829762 2.382447 3.133410 0.00 -0.01 0.04
H -0.981102 4.024245 2.158659 -0.03 0.05 0.01
H -1.960314 3.915914 4.419873 -0.02 0.03 0.02
H -1.364715 2.071059 5.938220 -0.06 -0.01 0.09
H 0.131908 0.266019 5.180895 0.02 -0.08 0.04
H 1.099300 0.337825 2.888259 -0.14 0.15 0.24
N -2.548364 -3.559103 -2.470091 -0.07 -0.31 -0.40
C -2.570903 -2.701876 -1.699618 0.56 -0.99 -0.60
N -2.617583 -1.770177 -0.822285 -0.49 1.43 1.00
C -1.865334 -1.167756 -0.049844 -1.02 -0.76 -0.58
N -1.337279 -0.515890 0.793686 1.01 0.72 0.48
S 3.546708 -0.289840 -1.680980 0.02 0.02 -0.15
C 2.456503 -1.105632 -0.802432 -0.33 -0.58 0.98
F -0.249018 -8.287594 3.533226 -0.20 0.10 -0.14
C 0.851036 -7.583620 3.808652 0.03 -0.39 0.30
F 0.867371 -7.373161 5.136774 -0.04 0.21 0.03
F 1.899923 -8.382811 3.548140 0.12 0.14 -0.18
C 0.930291 -6.291676 3.043297 0.01 0.11 -0.18
C -0.047043 -5.938080 2.108849 0.10 -0.23 0.30
C 0.086799 -4.784508 1.380239 0.14 0.18 -0.09
C 1.217018 -3.940316 1.570454 -0.08 -0.41 0.32
C 2.169961 -4.293755 2.572708 -0.07 0.04 -0.08
C 2.031290 -5.459474 3.275875 -0.18 -0.13 0.07
C 1.425247 -2.836209 0.794141 -0.27 -0.16 0.36
C 1.930456 -1.858563 0.128574 1.06 0.35 -1.42
H -0.903836 -6.579529 1.968642 -0.03 -0.04 -0.06
H -0.650277 -4.511032 0.640019 -0.05 -0.01 -0.05
H 3.007990 -3.636890 2.748006 0.09 0.02 -0.01
H 2.759201 -5.746585 4.020646 0.09 0.02 0.02
```
Forces are in eV/Å.

The expectation value of S² is 8.84. The value obtained for the energy above the lowest of the compared OMol25 structures with the same formula, charge and spin is 0.030 eV. The spin multiplicity is 6. The value obtained for the LUMO energy (spin up / spin down) is -3.79 / -6.64 eV. The value obtained for the frontier orbital gap (spin up / spin down) is 6.0 / 5.1 eV. As for the HOMO energy (spin up / spin down): -9.8 / -11.7 eV. Its charge is +1.